Density functional theory data (wB97M-V/def2-TZVPD) for a molecular structure, C5H9NO2.

Structure (XYZ):
```
17
Properties=species:S:1:pos:R:3:nbo_charge:R:1
C -0.4743 0.0495 -0.1313 -0.03
C -0.2676 -1.1898 -0.8103 -0.08
C 1.5405 -0.4367 0.4790 -0.10
C 0.7875 0.7454 -0.1947 0.08
C -1.0774 1.4993 -0.3311 -0.02
H -0.2690 -0.8689 1.7341 0.38
H -1.7902 -0.4014 1.4713 0.37
H -0.0769 -1.0531 -1.9694 0.18
H -0.7856 -2.1921 -0.7457 0.22
H 1.5689 -0.2604 1.6267 0.18
H 2.6547 -0.2479 0.2514 0.19
H 1.0935 0.6497 -1.2102 0.15
H -1.6904 1.7708 -1.3002 0.17
H -1.8199 1.6355 0.4324 0.19
N -0.7776 -0.2294 1.1897 -0.86
O 1.1431 -1.4698 -0.3186 -0.53
O 0.2406 1.9992 -0.1731 -0.49
```

Results
Lowest unoccupied orbital energy = 0.9 eV
HOMO level = -9.250 eV


Density functional theory data (wB97M-V/def2-TZVPD) for a single C5H9NO2 molecule.

Structure (XYZ):
```
17
Properties=species:S:1:pos:R:3:nbo_charge:R:1
C -0.7527 -0.8503 1.6677 -0.65
C 0.3399 -0.4912 0.6811 0.53
O 1.2811 -1.5530 0.5384 -0.70
O 0.9832 0.8071 1.0875 -0.51
C 0.6944 1.3969 -0.1786 0.06
C -0.7364 1.5195 -0.6043 -0.43
C -0.0771 0.1674 -0.6069 0.02
N 0.1917 -0.5253 -1.8813 -0.83
H -1.4200 -0.0062 1.8640 0.22
H -1.3615 -1.6754 1.2816 0.21
H -0.3194 -1.1656 2.6225 0.23
H 0.7460 -2.3093 0.2448 0.48
H 1.4946 1.7585 -0.8129 0.19
H -0.9414 1.9934 -1.5561 0.24
H -1.4761 1.7349 0.1584 0.22
H 0.2266 0.1362 -2.6562 0.36
H 1.1271 -0.9376 -1.8497 0.37
```

Results
Lowest unoccupied orbital energy = 0.9 eV
HOMO level = -8.352 eV
SMILES = C[C@]1(O)O[C@@H]2C[C@@]21N


Density functional theory data (wB97M-V/def2-TZVPD) for a single C5H9NO2 molecule.

Structure (XYZ):
```
17
Properties=species:S:1:pos:R:3:nbo_charge:R:1
C 0.1142 -2.0325 -0.3118 -0.42
N 0.9967 -0.8659 -0.2067 -0.65
C 0.2656 0.1909 0.4755 -0.14
C 1.4131 0.8274 1.4553 0.44
O 1.1027 1.6220 2.2877 -0.52
C -0.3166 1.2699 -0.3602 -0.52
C -1.7890 0.9791 -0.8359 0.44
O -2.1582 0.9984 -2.0011 -0.52
H -0.8828 -1.9246 0.1817 0.19
H -0.0142 -2.1519 -1.3760 0.20
H 0.6053 -2.9955 0.1080 0.19
H 1.5042 -0.5100 -1.0712 0.38
H -0.4671 -0.3071 1.1562 0.22
H 2.3864 0.3479 1.4591 0.13
H -0.4580 2.2310 0.2698 0.24
H 0.1934 1.5982 -1.1288 0.22
H -2.4954 0.7226 -0.1017 0.11
```

Results
Lowest unoccupied orbital energy = 0.8 eV
HOMO level = -8.978 eV
SMILES = CN[C@@H](C=O)CC=O


Density functional theory data (wB97M-V/def2-TZVPD) for a single C5H9NO2 molecule.

Structure (XYZ):
```
17
Properties=species:S:1:pos:R:3:nbo_charge:R:1
C 2.3196 0.3467 -0.3760 -0.40
N 0.9598 0.8163 -0.0623 -0.65
C 0.0278 -0.1621 0.2581 -0.15
C -0.2276 -0.0123 1.7329 0.43
O -0.7805 -0.8442 2.3495 -0.54
C -1.3446 0.1945 -0.4251 -0.50
C -2.2284 -0.9710 -0.9059 0.45
O -3.1960 -0.6815 -1.5804 -0.51
H 2.4216 -0.5311 0.1333 0.19
H 2.5656 0.0951 -1.4339 0.17
H 3.1479 0.9513 -0.1648 0.20
H 0.6014 1.6306 -0.6359 0.38
H 0.3793 -1.2830 0.1709 0.22
H 0.2940 0.7868 2.4194 0.12
H -1.8972 0.7565 0.1993 0.23
H -1.0754 0.9215 -1.0702 0.23
H -1.9672 -2.0140 -0.6090 0.13
```

Results
Lowest unoccupied orbital energy = 0.7 eV
HOMO level = -8.941 eV
SMILES = CN[C@@H](C=O)CC=O


Density functional theory data (wB97M-V/def2-TZVPD) for 2 unconnected molecules or ions with the total composition C5H9NO2.

Structure (XYZ):
```
17
Properties=species:S:1:pos:R:3:nbo_charge:R:1
O 2.3623 0.3473 -1.6395 -0.77
C 2.8757 -0.2747 -0.6594 0.63
O 2.2212 -0.7860 0.3081 -0.76
C -0.4187 -0.3292 0.0525 -0.33
C -1.8408 -0.6972 -0.0494 0.20
C -2.7738 -0.2109 0.8325 -0.35
C -2.7767 0.8342 1.7594 -0.07
N 0.0074 0.9666 -0.5216 -0.76
H 4.0168 -0.3894 -0.5420 0.06
H 0.0037 -1.2365 -0.3612 0.27
H -0.6964 1.5999 -0.9120 0.37
H -2.2303 -1.3808 -0.7803 0.21
H -3.6391 -0.6972 0.6104 0.21
H -1.9219 1.4638 1.9676 0.22
H -3.5251 0.8657 2.5173 0.21
H 0.9716 0.9376 -0.8975 0.45
H -0.0929 -0.3533 1.0866 0.21
```

Results
Lowest unoccupied orbital energy = -3.8 eV
HOMO level = -7.986 eV


Density functional theory data (wB97M-V/def2-TZVPD) for a molecular structure, C5H9NO2.

Structure (XYZ):
```
17
Properties=species:S:1:pos:R:3:nbo_charge:R:1
C -0.9031 -0.7016 -0.8590 0.31
C -1.0963 -1.6634 0.2821 -0.53
C 2.1568 -0.0452 0.3074 -0.24
C -0.8116 1.7781 -0.6579 -0.43
N -0.9741 0.4178 -0.2039 -0.38
C -0.5414 -0.5058 1.1293 0.79
O 1.1008 -0.9474 0.2165 -0.77
O -0.4900 -0.1295 2.2530 -0.57
H -0.8791 -0.8390 -1.9344 0.21
H -2.1494 -1.8750 0.4817 0.23
H -0.4922 -2.5639 0.2634 0.26
H 2.3466 0.2328 1.3544 0.17
H 3.0831 -0.4802 -0.0905 0.17
H 1.9575 0.8975 -0.2417 0.12
H -0.1557 2.3169 0.0258 0.23
H -1.7707 2.3003 -0.6640 0.22
H -0.3811 1.8075 -1.6622 0.21
```

Results
Lowest unoccupied orbital energy (spin up / spin down) = 0.3 / 0.3 eV
HOMO level (spin up / spin down) = -8.554 / -8.554 eV


Summary of energy above the lowest of the compared OMol25 structures with the same formula, charge and spin in kcal/mol
145.10 73.03 69.44 80.10 142.34 98.99
(order as listed above)
Summary of F_max in hartree/bohr
0.1502 0.0746 0.1324 0.1020 0.0643 0.0260
(order as listed above)